Entry 1:
Below is C2H4NO4S as an isolated structure, with properties calculated with ωB97M-V with the def2-TZVPD basis set.

Last column: natural (NBO) charge in e.
Geometry (Å):
C (0.3660, -2.0443, -0.0619)  0.374
C (-1.2782, 1.1687, -0.1350)  -0.261
N (1.5381, -1.6519, -0.3593)  -0.568
O (-0.6385, -1.4315, 0.3148)  -0.756
O (2.3537, 1.1920, -0.4806)  -0.970
O (0.9819, 0.7525, 1.4987)  -0.966
O (-0.0419, 1.1387, -0.7805)  -0.711
S (1.2128, 0.5082, 0.0905)  2.196
H (0.2984, -3.1681, -0.1920)  0.102
H (-1.7011, 2.1738, -0.2463)  0.154
H (-1.1366, 0.9342, 0.9216)  0.222
H (-1.9546, 0.4278, -0.5702)  0.185

Calculated values
ΔE to the lowest compared entry with this formula, charge and spin	57.9	kcal per mole
frontier orbital gap	9.06	eV
charge	-1
total energy	-22653.3896	eV
F_max	3.57	eV/Å



Entry 2:
Below is C3H8NOP in the gas phase, with properties calculated with ωB97M-V with the def2-TZVPD basis set.

Last column: natural (NBO) charge in e.
Geometry (Å):
C (-1.8755, -0.5129, -0.1337)  -0.612
C (-1.0660, 0.7731, 0.0797)  -0.437
C (0.3498, 0.6472, -0.4332)  0.216
O (1.2873, 1.5457, 0.0203)  -0.388
N (1.2727, 0.0577, 0.4782)  -0.439
P (2.6817, -0.7213, -0.1323)  0.500
H (-1.2252, -1.3425, -0.4036)  0.205
H (-2.6129, -0.3891, -0.9229)  0.211
H (-2.3993, -0.7760, 0.7802)  0.219
H (-0.9937, 1.0050, 1.1435)  0.225
H (-1.5448, 1.6161, -0.4192)  0.214
H (0.4389, 0.3986, -1.4970)  0.159
H (2.2642, -1.9225, 0.4400)  -0.040
H (3.4228, -0.3790, 1.0000)  -0.032

Calculated values
ΔE to the lowest compared entry with this formula, charge and spin	71.2	kcal per mole
frontier orbital gap	10.27	eV
total energy	-16063.9674	eV
SMILES	CC[C@H]1ON1P
F_max	1.88	eV/Å



Entry 3:
Below is C36H28AsF6N5O2PRu as an isolated structure, with properties calculated with ωB97M-V with the def2-TZVPD basis set.

Last column: Löwdin charge in e.
Geometry (Å):
Ru (-0.0698, -0.3930, -1.0518)  1.093
O (0.3418, 3.1729, -3.1143)  0.153
C (0.6826, 2.4820, -2.1929)  -0.369
N (-0.2550, 1.6292, -1.5229)  0.039
C (-1.5278, 2.0239, -1.5328)  -0.187
C (-1.9756, 3.3801, -1.6023)  0.001
C (-3.3018, 3.6452, -1.5923)  -0.024
C (-4.2788, 2.5987, -1.5445)  -0.024
C (-3.9173, 1.2945, -1.4734)  0.009
C (-2.5307, 0.9700, -1.4407)  -0.170
N (-1.9857, -0.2413, -1.3812)  -0.005
C (-2.6936, -1.4707, -1.4901)  -0.364
O (-3.8646, -1.5823, -1.7203)  0.150
C (-1.7948, -2.6474, -1.2627)  -0.171
C (-2.3024, -3.9264, -1.3572)  0.037
C (-1.4723, -4.9949, -1.0580)  -0.010
C (-0.1749, -4.7376, -0.6537)  -0.007
C (0.2638, -3.4255, -0.5873)  -0.092
N (-0.5205, -2.3976, -0.9059)  -0.015
C (2.1109, 2.4755, -1.7392)  -0.222
C (3.0813, 2.9053, -2.6339)  0.018
C (4.3882, 2.9833, -2.1879)  -0.022
C (4.6646, 2.6623, -0.8673)  -0.027
C (3.6233, 2.2561, -0.0468)  -0.116
N (2.3656, 2.1479, -0.4741)  0.085
H (-1.2556, 4.1832, -1.6350)  0.124
H (-3.6360, 4.6735, -1.6155)  0.120
H (-5.3283, 2.8588, -1.5581)  0.119
H (-4.6514, 0.5068, -1.4400)  0.110
H (-3.3334, -4.0571, -1.6546)  0.133
H (-1.8360, -6.0104, -1.1319)  0.123
H (0.5041, -5.5377, -0.3971)  0.122
H (1.2733, -3.1917, -0.2825)  0.109
H (2.7993, 3.1539, -3.6467)  0.132
H (5.1783, 3.2938, -2.8578)  0.121
H (5.6706, 2.7211, -0.4759)  0.114
H (3.7998, 1.9974, 0.9920)  0.116
N (2.0308, -0.7608, -0.5743)  -0.012
C (2.3678, -0.8951, 0.8267)  -0.306
C (3.5813, -1.4351, 1.2218)  -0.011
C (3.9326, -1.4209, 2.5650)  -0.049
C (3.0856, -0.8511, 3.5081)  -0.058
C (1.8563, -0.3430, 3.1160)  -0.067
C (1.4791, -0.3984, 1.7791)  -0.299
P (-0.1849, 0.0001, 1.2012)  1.044
C (-1.2742, -1.2700, 1.9170)  -0.358
C (-2.6426, -1.1666, 1.6443)  -0.121
C (-3.5113, -2.1743, 2.0241)  -0.057
C (-3.0240, -3.3003, 2.6806)  -0.063
C (-1.6730, -3.4017, 2.9641)  -0.061
C (-0.7968, -2.3887, 2.5859)  -0.075
C (-0.7390, 1.5398, 1.9811)  -0.322
C (-0.2904, 2.7705, 1.5044)  -0.093
C (-0.6807, 3.9431, 2.1306)  -0.061
C (-1.5164, 3.8994, 3.2373)  -0.060
C (-1.9558, 2.6780, 3.7260)  -0.059
C (-1.5702, 1.5003, 3.1031)  -0.078
H (2.4530, 0.1064, -0.9008)  0.058
H (2.4447, -1.4885, -1.1569)  0.067
H (4.2629, -1.8289, 0.4773)  0.127
H (4.8825, -1.8360, 2.8730)  0.115
H (3.3765, -0.8199, 4.5490)  0.114
H (1.1770, 0.0721, 3.8516)  0.120
H (-3.0301, -0.2859, 1.1427)  0.107
H (-4.5679, -2.0834, 1.8092)  0.116
H (-3.7025, -4.0896, 2.9750)  0.111
H (-1.2917, -4.2691, 3.4866)  0.112
H (0.2580, -2.4870, 2.8096)  0.104
H (0.3860, 2.7991, 0.6627)  0.069
H (-0.3261, 4.8939, 1.7551)  0.112
H (-1.8196, 4.8172, 3.7229)  0.112
H (-2.5999, 2.6369, 4.5937)  0.112
H (-1.9201, 0.5548, 3.4932)  0.103
F (0.5541, -0.6201, -3.0907)  -0.364
As (1.9770, -1.2581, -4.1023)  0.768
F (2.9688, -0.1886, -3.1323)  -0.239
F (2.1776, -2.4514, -2.8261)  -0.261
F (3.3181, -1.8477, -4.9554)  -0.192
F (0.8463, -2.2804, -4.8655)  -0.207
F (1.6606, 0.0271, -5.1771)  -0.204

Calculated values
ΔE to the lowest compared entry with this formula, charge and spin	0.0	kcal per mole
frontier orbital gap (spin up / spin down)	6.01 / 6.00	eV
charge	+1
total energy	-138347.2985	eV
F_max	1.01	eV/Å



Entry 4:
Below is C31H41GeN3O6OsS as an isolated structure, with properties calculated with ωB97M-V with the def2-TZVPD basis set.

Last column: Löwdin charge in e.
Geometry (Å):
Os (-0.3821, 0.0081, 0.3169)  1.322
C (2.5772, -1.3744, 2.5665)  -0.049
C (1.7088, -2.5835, 2.3633)  -0.207
C (2.2760, -3.8546, 2.3445)  -0.070
C (1.4866, -4.9898, 2.2696)  -0.116
C (0.1070, -4.8491, 2.2274)  -0.077
C (-0.4916, -3.5940, 2.2279)  -0.213
C (-1.9889, -3.4823, 2.1931)  -0.029
C (0.3189, -2.4470, 2.2662)  -0.190
N (-0.2643, -1.1640, 2.1412)  -0.004
C (-1.0938, -0.7738, 3.1206)  -0.509
O (-1.2499, -1.3022, 4.2338)  -0.006
C (-1.8980, 0.4530, 2.7720)  -0.185
C (-2.6619, 1.1510, 3.6876)  -0.003
C (-3.3106, 2.3072, 3.2714)  -0.059
C (-3.1473, 2.7500, 1.9677)  0.002
C (-2.3704, 2.0011, 1.1042)  -0.192
N (-1.8111, 0.8572, 1.4993)  -0.023
C (-2.0313, 2.4337, -0.2975)  -0.501
O (-2.6013, 3.4323, -0.7659)  0.004
N (-1.1034, 1.6672, -0.8948)  -0.007
C (-0.6966, 2.1534, -2.1694)  -0.183
C (0.1656, 3.2570, -2.2450)  -0.210
C (0.6928, 3.8917, -0.9939)  -0.023
C (0.5128, 3.7599, -3.4940)  -0.085
C (0.0388, 3.1811, -4.6615)  -0.116
C (-0.8134, 2.0928, -4.5770)  -0.077
C (-1.2021, 1.5821, -3.3414)  -0.217
C (-2.1909, 0.4558, -3.2700)  -0.036
H (2.6636, -1.1648, 3.6364)  0.080
H (2.1455, -0.4986, 2.0876)  0.032
H (3.5788, -1.5398, 2.1659)  0.081
H (3.3565, -3.9435, 2.3970)  0.098
H (1.9392, -5.9748, 2.2448)  0.083
H (-0.5268, -5.7291, 2.1779)  0.095
H (-2.4346, -4.4296, 1.8830)  0.074
H (-2.3127, -2.7086, 1.4981)  0.062
H (-2.3629, -3.2147, 3.1840)  0.078
H (-2.7077, 0.7860, 4.7044)  0.111
H (-3.9014, 2.8836, 3.9728)  0.095
H (-3.5703, 3.6759, 1.6047)  0.114
H (1.1306, 3.1492, -0.3303)  0.054
H (-0.1162, 4.3705, -0.4361)  0.088
H (1.4465, 4.6442, -1.2330)  0.077
H (1.1833, 4.6118, -3.5440)  0.100
H (0.3330, 3.5744, -5.6285)  0.084
H (-1.1995, 1.6308, -5.4804)  0.095
H (-2.4855, 0.1397, -4.2732)  0.075
H (-3.0862, 0.7692, -2.7284)  0.081
H (-1.7811, -0.4022, -2.7395)  0.053
C (3.9120, -1.6305, -2.4057)  -0.250
Ge (2.3164, -0.4462, -2.2770)  0.745
C (1.2227, -1.0005, -3.8325)  -0.224
C (3.0297, 1.3513, -2.6514)  -0.208
C (1.5436, -0.6229, -0.5088)  -0.453
H (4.3597, -1.5889, -3.4039)  -0.003
H (3.6339, -2.6658, -2.1906)  0.001
H (4.6651, -1.3243, -1.6750)  0.003
H (1.6411, -0.5881, -4.7544)  0.009
H (0.1952, -0.6471, -3.7371)  -0.014
H (1.2122, -2.0904, -3.9160)  0.005
H (3.9967, 1.2677, -3.1555)  0.003
H (3.1693, 1.8952, -1.7148)  0.018
H (2.3542, 1.9268, -3.2835)  -0.010
H (2.2773, -0.0423, 0.0736)  -0.027
H (1.7395, -1.6706, -0.2347)  -0.022
C (1.3351, 1.5849, 3.9639)  -0.141
S (1.1059, 2.6013, 2.5206)  0.382
O (-0.0201, 3.4647, 2.8407)  -0.348
O (2.3747, 3.2851, 2.3393)  -0.361
O (0.8093, 1.6963, 1.3912)  -0.456
H (1.4642, 2.2714, 4.7995)  0.058
H (2.2292, 0.9842, 3.8308)  0.035
H (0.4661, 0.9511, 4.1247)  0.045
C (-3.5747, -0.7302, -0.2586)  -0.096
O (-2.6104, -1.6794, -0.6698)  -0.196
C (-1.2673, -1.3946, -0.5498)  -0.457
C (-0.6081, -2.5986, -1.1922)  -0.080
H (-3.7204, -0.7537, 0.8249)  0.083
H (-4.5075, -1.0091, -0.7510)  0.087
H (-3.2966, 0.2722, -0.5632)  0.053
H (-1.3167, -3.1407, -1.8262)  0.077
H (-0.2541, -3.2763, -0.4106)  0.072
H (0.2556, -2.3015, -1.7728)  0.016

Calculated values
ΔE to the lowest compared entry with this formula, charge and spin	0.0	kcal per mole
frontier orbital gap	5.89	eV
charge	-2
total energy	-119390.0378	eV
F_max	0.51	eV/Å